(1)
The following is a DFT calculation (ωB97M-V with the def2-TZVPD basis set) of C3HAgFO3 as an isolated structure.

Structure (XYZ):
```
9
Properties=species:S:1:pos:R:3:lowdin_spin:R:1
O 0.747 -1.096 -0.811 0.013
C 1.563 -0.108 -0.456 0.011
C -0.551 -0.783 -0.333 0.023
O 2.723 -0.016 -0.772 0.012
O 0.868 0.843 0.186 0.048
C -0.433 0.356 0.485 0.405
H -1.110 -1.674 -0.046 -0.003
Ag -2.186 1.324 -0.226 0.054
F -1.621 1.153 1.972 0.435
```

Energy relative to the best compared isomer or geometry (same formula, charge and spin), kJ/mol: 4.3
Strongest force on any atom, eV/Å: 3.455
Spin multiplicity: 2
LUMO (spin up / spin down), eV: -1.702 / -2.008

(2)
The following is a DFT calculation (ωB97M-V with the def2-TZVPD basis set) of a 2-piece molecular cluster, C4H8BrN2 overall.

Structure (XYZ):
```
15
Properties=species:S:1:pos:R:3:lowdin_spin:R:1
C 0.433 1.825 0.427 0.325
C 1.083 0.440 0.525 0.042
C -1.257 0.531 0.050 0.557
C 0.071 -1.372 -0.633 0.066
N -0.810 1.816 0.132 0.090
N -0.144 -0.407 0.403 0.029
Br -2.880 -0.085 0.854 0.204
H 1.009 2.784 0.334 0.014
H 1.779 0.087 -0.291 0.012
H 1.654 0.319 1.485 0.014
H -1.477 0.256 -1.588 0.595
H -0.543 -2.201 -0.754 0.003
H 0.138 -0.921 -1.587 0.040
H 1.037 -2.055 -0.628 0.003
H -0.094 -1.015 1.270 0.008
```

Energy relative to the best compared isomer or geometry (same formula, charge and spin), kJ/mol: 433.8
Strongest force on any atom, eV/Å: 5.636
Spin multiplicity: 3
Total charge: +1
LUMO (spin up / spin down), eV: -4.072 / -7.844

(3)
The following is a DFT calculation (ωB97M-V with the def2-TZVPD basis set) of C28H22BrDyN3O4 as an isolated structure.

Structure (XYZ):
```
59
Properties=species:S:1:pos:R:3:lowdin_spin:R:1
Dy 0.132 0.544 0.144 5.095
C 2.736 0.780 0.386 -0.010
C 2.229 2.093 0.391 -0.009
C 1.453 2.257 1.555 -0.012
C 1.478 1.042 2.274 -0.005
C 2.276 0.131 1.547 -0.008
H 3.408 0.357 -0.345 0.000
H 2.435 2.856 -0.344 0.000
H 1.038 3.189 1.905 0.000
H 1.071 0.877 3.260 0.000
H 2.561 -0.855 1.870 0.000
O 0.318 -4.140 0.227 0.000
C 0.428 -2.826 -0.112 -0.001
O -0.191 -1.914 0.769 -0.009
C 0.912 -2.330 -1.258 0.000
C 1.542 -3.197 -2.250 -0.001
C 2.065 -2.679 -3.369 0.000
C 1.982 -1.257 -3.610 -0.001
C 1.361 -0.502 -2.677 0.000
N 0.812 -0.964 -1.520 -0.011
C 1.149 0.958 -2.835 0.000
O 1.655 1.624 -3.854 0.000
O 0.483 1.579 -2.013 -0.008
H -0.524 -4.494 -0.090 0.000
H 1.596 -4.256 -2.042 0.000
H 2.548 -3.320 -4.094 0.000
H 2.383 -0.847 -4.527 0.000
H 2.176 1.034 -4.415 0.000
C -4.416 0.270 1.585 0.000
C -4.399 -0.358 2.820 0.000
C -3.207 -0.874 3.287 0.000
C -2.045 -0.729 2.534 0.000
N -2.049 -0.070 1.362 -0.008
C -3.224 0.389 0.905 0.000
C -0.800 -1.388 3.002 0.000
C -0.513 -1.439 4.367 0.000
C 0.574 -2.142 4.851 0.000
C 1.386 -2.834 3.960 0.000
C 1.129 -2.798 2.600 0.000
C 0.057 -2.056 2.133 -0.001
H -5.327 0.657 1.152 0.000
H -5.307 -0.471 3.398 0.000
H -3.173 -1.429 4.213 0.000
H -3.208 0.873 -0.061 0.000
H -1.152 -0.900 5.056 0.000
H 0.782 -2.159 5.912 0.000
H 2.232 -3.403 4.322 0.000
H 1.766 -3.326 1.906 0.000
Br -2.418 5.985 1.933 0.000
C -2.288 4.716 0.561 0.000
C -2.900 4.915 -0.662 0.000
C -2.767 3.928 -1.627 0.000
C -2.027 2.800 -1.334 0.000
N -1.436 2.607 -0.148 -0.010
C -1.567 3.556 0.781 0.000
H -3.464 5.817 -0.854 0.000
H -3.225 4.036 -2.600 0.000
H -1.896 2.026 -2.078 0.000
H -1.100 3.378 1.739 0.000
```

Energy relative to the best compared isomer or geometry (same formula, charge and spin), kJ/mol: 102.5
Strongest force on any atom, eV/Å: 0.958
Spin multiplicity: 6
Total charge: +1
LUMO (spin up / spin down), eV: -2.699 / -2.676

(4)
The following is a DFT calculation (ωB97M-V with the def2-TZVPD basis set) of C4H6MgO2Rb as an isolated structure.

Structure (XYZ):
```
14
Properties=species:S:1:pos:R:3:nbo_charge:R:1
O -1.288 -4.845 4.156 -0.387
C -2.467 -4.139 4.274 0.532
C -2.393 -2.787 4.485 -0.621
Mg 1.792 -0.537 0.845 0.089
Rb -0.814 0.828 -2.384 0.935
H -1.468 -2.346 4.898 0.254
H -3.299 -2.213 4.692 0.224
C -0.768 -2.114 0.806 0.078
C -1.557 -1.242 1.470 -0.435
O 0.593 -2.174 1.096 -0.850
H -1.144 -2.971 0.247 0.201
H -2.620 -1.222 1.223 0.224
H -1.137 -0.436 2.075 0.224
H 0.928 -3.069 1.220 0.530
```

Energy relative to the best compared isomer or geometry (same formula, charge and spin), kJ/mol: 510.2
Strongest force on any atom, eV/Å: 11.707
Spin multiplicity: 1
Total charge: +1
LUMO (spin up / spin down), eV: -4.492 / -4.600

(5)
The following is a DFT calculation (ωB97M-V with the def2-TZVPD basis set) of C8H14F12N3O10S4 as an isolated structure.

Structure (XYZ):
```
51
Properties=species:S:1:pos:R:3:nbo_charge:R:1
O -1.201 0.559 0.162 -0.899
H -0.777 -0.218 -0.342 0.529
H -0.576 1.389 0.220 0.544
H -1.547 0.207 1.076 0.544
C -0.011 -2.007 2.402 0.715
F 0.914 -2.634 3.124 -0.307
F 0.616 -1.190 1.536 -0.330
F -0.703 -2.896 1.701 -0.317
S -1.088 -1.076 3.569 2.235
O -1.699 -2.129 4.299 -0.923
O -0.265 -0.163 4.284 -0.892
N -2.086 -0.332 2.493 -1.260
S -3.419 0.131 3.289 2.228
O -4.249 -0.907 3.804 -0.914
O -3.128 1.230 4.163 -0.923
C -4.386 0.886 1.917 0.721
F -4.862 -0.064 1.087 -0.325
F -5.395 1.563 2.415 -0.299
F -3.608 1.704 1.195 -0.315
C 2.960 2.272 0.868 0.718
F 2.963 1.088 1.488 -0.314
F 3.916 3.039 1.380 -0.309
F 3.213 2.075 -0.424 -0.314
S 1.315 3.117 1.139 2.243
O 0.779 2.532 2.312 -0.913
O 1.618 4.499 1.136 -0.910
N 0.407 2.586 -0.114 -1.271
S 0.294 3.738 -1.234 2.253
O -0.579 4.800 -0.852 -0.920
O 1.546 4.052 -1.850 -0.924
C -0.702 2.877 -2.509 0.716
F -0.827 3.680 -3.556 -0.306
F -0.085 1.744 -2.929 -0.342
F -1.899 2.539 -2.059 -0.303
C 1.914 -0.536 -1.227 -0.629
C 0.795 -1.159 -2.059 -0.080
C 1.301 -2.331 -2.892 -0.070
O 1.997 -3.226 -2.067 -0.545
C 2.055 -4.541 -2.589 -0.243
N -0.297 -1.599 -1.133 -0.840
H 1.543 0.289 -0.615 0.230
H 2.675 -0.133 -1.898 0.220
H 2.384 -1.217 -0.518 0.223
H 0.399 -0.382 -2.712 0.215
H 1.965 -1.933 -3.681 0.170
H 0.461 -2.805 -3.420 0.160
H 2.696 -4.591 -3.482 0.164
H 1.061 -4.912 -2.863 0.164
H 2.497 -5.182 -1.831 0.196
H -1.012 -2.106 -1.654 0.368
H 0.116 -2.328 -0.549 0.382
```

Energy relative to the best compared isomer or geometry (same formula, charge and spin), kJ/mol: 0.0
Strongest force on any atom, eV/Å: 1.348
Spin multiplicity: 1
Total charge: -1
LUMO, eV: 2.108

(6)
The following is a DFT calculation (ωB97M-V with the def2-TZVPD basis set) of C17H15AuN2PTe4 as an isolated structure.

Structure (XYZ):
```
40
Properties=species:S:1:pos:R:3:lowdin_spin:R:1
Au 0.328 -0.211 0.444 0.254
N -1.085 -1.690 -2.007 0.019
P -1.217 -1.792 -0.325 0.075
C -0.956 -3.520 0.095 0.004
C -2.011 -4.429 0.147 0.001
C -1.755 -5.769 0.396 0.001
C -0.451 -6.203 0.591 0.000
C 0.603 -5.301 0.538 0.001
C 0.352 -3.961 0.294 0.001
C -2.927 -1.412 0.074 0.007
C -3.385 -1.670 1.366 0.008
C -4.674 -1.313 1.724 -0.001
C -5.506 -0.692 0.800 0.008
C -5.049 -0.425 -0.482 -0.001
C -3.757 -0.779 -0.848 0.008
C -0.078 -1.005 -2.690 0.004
C 0.027 -1.125 -4.076 0.001
C 1.033 -0.441 -4.720 -0.001
C 1.915 0.348 -3.983 0.001
C 1.734 0.411 -2.622 0.004
N 0.757 -0.250 -1.981 0.048
H -1.630 -2.323 -2.576 0.003
H -3.031 -4.093 0.001 0.000
H -2.574 -6.474 0.439 0.000
H -0.255 -7.249 0.789 0.000
H 1.619 -5.641 0.694 0.000
H 1.173 -3.253 0.255 0.001
H -2.734 -2.149 2.090 0.001
H -5.030 -1.517 2.724 0.000
H -6.513 -0.415 1.082 0.000
H -5.696 0.063 -1.199 0.000
H -3.396 -0.557 -1.843 0.000
H -0.669 -1.746 -4.624 0.000
H 1.136 -0.521 -5.794 0.000
H 2.716 0.895 -4.456 0.000
H 2.389 1.007 -2.000 0.001
Te 1.083 2.368 0.789 0.556
Te 0.571 2.969 3.277 0.374
Te -0.706 0.746 4.202 0.158
Te 0.655 -1.167 2.989 0.464
```

Energy relative to the best compared isomer or geometry (same formula, charge and spin), kJ/mol: 0.4
Strongest force on any atom, eV/Å: 0.208
Spin multiplicity: 3
Total charge: +1
LUMO (spin up / spin down), eV: -3.492 / -5.214

(7)
The following is a DFT calculation (ωB97M-V with the def2-TZVPD basis set) of C42H63F2N3O22PS5V2 as an isolated structure.

Structure (XYZ):
```
140
Properties=species:S:1:pos:R:3:lowdin_spin:R:1
V -8.177 0.983 -37.537 2.821
V -10.652 3.123 -35.994 2.865
O -12.754 2.453 -35.686 0.024
C -12.856 1.146 -36.262 0.003
C -11.798 0.592 -37.353 0.003
O -10.436 0.930 -37.075 0.033
H -13.914 1.079 -36.517 -0.001
H -12.876 0.479 -35.400 0.001
H -12.111 1.057 -38.288 0.001
H -11.964 -0.397 -37.779 0.000
O -8.513 3.222 -37.016 0.040
C -7.474 3.884 -37.688 0.004
C -6.083 3.051 -38.008 0.003
O -6.257 1.692 -38.356 0.026
H -7.181 4.816 -37.205 0.000
H -7.980 4.219 -38.593 0.000
H -5.518 3.003 -37.078 0.000
H -5.437 3.505 -38.760 0.000
O -7.781 0.912 -35.283 0.020
P -8.541 1.426 -34.094 0.006
O -9.766 2.305 -34.263 0.032
F -7.465 2.157 -33.158 0.000
F -8.981 0.190 -33.208 0.001
C -3.963 2.119 -33.317 0.000
C -2.704 2.363 -32.838 0.000
C -1.815 3.096 -33.606 0.000
C -2.276 3.827 -34.759 0.000
C -3.604 3.715 -35.075 0.000
C -4.510 2.838 -34.427 0.000
N -1.448 4.827 -35.473 0.000
O -0.454 5.329 -34.910 0.000
O -1.843 5.283 -36.587 0.000
H -4.696 1.538 -32.776 0.000
H -2.264 2.010 -31.918 0.000
H -0.818 3.215 -33.209 0.000
H -3.996 4.267 -35.917 0.000
H -5.512 2.699 -34.805 0.000
C -6.171 5.653 -33.027 0.084
C -6.185 6.853 -32.357 -0.003
C -6.822 7.978 -32.910 0.082
C -7.466 7.922 -34.178 0.041
C -7.507 6.652 -34.788 0.079
C -6.873 5.558 -34.184 0.000
N -8.073 8.992 -34.866 0.263
O -8.028 10.145 -34.372 0.226
O -8.700 8.773 -35.910 0.196
H -5.604 4.873 -32.540 0.006
H -5.658 6.824 -31.415 -0.003
H -6.870 8.848 -32.271 0.009
H -8.005 6.401 -35.713 0.009
H -6.934 4.612 -34.701 -0.002
C -4.025 6.087 -42.201 0.000
C -4.748 5.066 -41.570 0.000
C -4.367 3.703 -41.698 0.000
C -3.419 3.306 -42.597 0.000
C -2.674 4.329 -43.165 0.000
C -2.927 5.682 -42.980 0.000
N -3.227 1.903 -42.840 0.000
O -2.145 1.491 -43.181 0.000
O -4.120 1.135 -42.516 0.000
H -4.264 7.120 -41.996 0.000
H -5.617 5.188 -40.940 0.000
H -4.940 2.929 -41.208 0.000
H -1.909 4.066 -43.880 0.000
H -2.353 6.400 -43.548 0.000
C -5.221 9.215 -37.347 0.001
C -5.545 7.779 -37.742 0.002
C -4.522 6.853 -36.977 0.001
S -3.514 7.880 -35.769 0.001
O -2.263 8.297 -36.401 0.000
O -3.604 7.278 -34.454 0.001
C -4.658 9.295 -35.910 0.000
H -6.108 9.828 -37.505 0.001
H -4.461 9.679 -37.975 0.000
H -5.448 7.718 -38.826 0.000
H -6.589 7.562 -37.515 0.001
H -3.806 6.364 -37.638 0.000
H -5.037 6.041 -36.463 0.000
H -4.114 10.188 -35.601 0.000
H -5.444 9.176 -35.164 0.000
C -4.898 -1.095 -40.246 0.000
C -3.999 -1.843 -39.204 0.000
C -4.809 -1.705 -37.884 0.001
S -6.509 -2.060 -38.260 0.008
O -7.404 -1.053 -37.642 0.035
O -6.770 -3.484 -38.063 0.000
C -6.358 -1.767 -40.056 0.002
H -4.581 -1.195 -41.285 0.000
H -4.912 -0.006 -40.192 0.000
H -3.022 -1.385 -39.045 0.000
H -3.806 -2.857 -39.552 0.000
H -4.721 -0.640 -37.669 0.000
H -4.481 -2.325 -37.050 0.000
H -7.228 -1.238 -40.446 0.000
H -6.338 -2.750 -40.526 0.000
C -11.901 7.808 -38.066 0.001
C -10.765 7.661 -39.093 0.000
C -10.174 6.274 -38.964 0.001
S -11.631 5.218 -38.880 0.006
O -11.469 4.258 -37.794 0.028
O -12.044 4.826 -40.237 0.002
C -12.769 6.576 -38.273 0.001
H -12.419 8.768 -38.064 0.000
H -11.660 7.681 -37.011 0.001
H -10.036 8.453 -38.924 0.000
H -11.010 7.856 -40.137 0.000
H -9.505 6.215 -38.106 0.001
H -9.613 6.066 -39.875 0.000
H -13.346 6.072 -37.498 0.000
H -13.517 6.843 -39.020 0.000
C -8.134 3.753 -42.084 0.000
C -7.575 2.547 -42.863 0.000
C -7.510 1.380 -41.949 0.001
S -9.119 1.443 -41.101 0.005
O -8.818 1.172 -39.681 0.022
O -10.161 0.699 -41.823 0.000
C -9.356 3.240 -41.327 0.002
H -8.159 4.561 -42.815 0.000
H -7.380 4.044 -41.353 0.000
H -6.613 2.834 -43.290 0.000
H -8.225 2.429 -43.729 0.000
H -6.810 1.710 -41.182 0.000
H -7.216 0.372 -42.241 0.000
H -9.358 3.672 -40.326 0.000
H -10.284 3.540 -41.813 0.000
C -0.897 2.018 -39.979 0.000
C -1.945 2.757 -39.173 0.000
C -2.448 1.727 -38.082 0.000
S -0.976 0.805 -37.474 0.000
O -1.230 -0.663 -37.352 0.000
O -0.343 1.502 -36.337 0.000
C 0.030 1.156 -39.059 0.000
H -0.317 2.809 -40.453 0.000
H -1.384 1.412 -40.743 0.000
H -2.695 3.272 -39.774 0.000
H -1.420 3.644 -38.817 0.000
H -3.070 1.012 -38.620 0.000
H -3.146 2.086 -37.327 0.000
H 0.348 0.243 -39.563 0.000
H 0.886 1.778 -38.798 0.000
```

Strongest force on any atom, eV/Å: 3.195
Spin multiplicity: 8
Total charge: -2
LUMO (spin up / spin down), eV: 1.688 / 1.688

(8)
The following is a DFT calculation (ωB97M-V with the def2-TZVPD basis set) of a 2-piece molecular cluster, C5H10 overall.

Structure (XYZ):
```
15
Properties=species:S:1:pos:R:3:nbo_charge:R:1
C -0.897 -1.410 1.349 -0.344
C 0.082 -1.899 0.389 -0.379
C -0.011 -0.301 0.390 -0.254
C 0.694 0.284 -0.767 -0.068
C 1.347 1.598 -0.423 -0.695
H -2.623 0.878 -0.844 -0.005
H -2.287 0.562 -0.268 0.002
H -1.950 -1.473 1.142 0.165
H -0.344 -2.196 -0.589 0.206
H 1.126 -2.106 0.586 0.232
H 0.317 0.307 1.249 0.224
H -0.063 0.272 -1.568 0.214
H 1.817 1.046 0.396 0.231
H 2.054 2.067 -1.095 0.229
H 0.739 2.371 0.053 0.241
```

Energy relative to the best compared isomer or geometry (same formula, charge and spin), kJ/mol: 880.4
Strongest force on any atom, eV/Å: 7.252
Spin multiplicity: 1
LUMO, eV: -1.060